1.
# C26H44N2O6P4Pd

A molecular structure, C26H44N2O6P4Pd at a distorted geometry (wB97M-V/def2-TZVPD, the OMol25 dataset).

Calculated values
* E_HOMO: -6.94 eV
* LUMO energy: 0.324 eV
* multiplicity: 1
* gap between HOMO and LUMO: 0.267 hartree

Element x y z (Å)
H -0.1738 5.1237 -1.9194
H 0.3652 -1.4630 -4.4176
C -4.5888 -1.6764 -1.5900
C -3.8570 0.0321 -0.0304
C 0.1007 -2.4715 -2.5261
H -5.3796 -2.1419 -2.1613
C -0.9707 2.5386 0.8583
H 2.8214 2.3927 -1.6561
C -0.5505 -3.5920 0.1590
C -1.6386 1.3741 1.2494
H -2.5706 2.5690 -3.1461
C -4.8507 -0.5877 -0.7565
N -1.4518 0.1908 0.4819
H -0.4452 -4.1184 2.2533
C -0.1930 -1.3212 -3.4905
Pd 0.3979 -0.1417 0.0031
H -1.8516 -4.8174 -1.1313
P 2.1769 -0.0732 2.9804
C -0.2979 -3.8203 -3.1179
C -3.2928 -2.1469 -1.6622
H -1.3612 -3.8663 -3.3584
H 1.1439 4.4968 -0.1941
C 4.1420 -2.0619 2.6685
H 0.3711 -4.1142 -0.1081
H 1.6771 3.1298 1.8680
H 1.1813 -2.4855 -2.3443
C 3.4992 -0.8983 1.9132
H 2.9745 -3.4271 0.0748
C -1.9253 3.7095 2.7408
H -1.3925 -2.6592 1.9223
P -0.5445 -2.0488 -0.8650
H 4.3703 0.7419 2.7523
H -1.7148 4.8369 -2.7236
C 1.5298 3.4780 -0.2965
H -2.0243 4.6121 3.3291
H -5.8615 -0.2041 -0.6813
C -2.5205 -0.4177 -0.1303
C -1.0813 4.5198 -1.8916
H 5.4828 -0.1920 1.7716
H -1.6190 4.7460 -0.9682
H -3.0717 -3.0025 -2.2880
H 3.4179 -2.8672 2.7701
H -1.6285 -5.4225 0.5081
C -0.7933 3.0263 -2.0074
C 2.2906 3.0938 0.9693
C -2.2651 -1.5360 -0.9427
P 0.1301 2.3175 -0.5759
H -4.0986 0.8875 0.5818
O 1.0037 0.4388 2.2080
H 4.4369 -1.7644 3.6766
C -2.0772 2.2286 -2.2333
C -1.1218 3.6981 1.6096
H 4.4008 0.8336 1.0614
C -2.4290 1.3801 2.3919
H -1.2565 -1.2769 -3.7354
H 5.0116 -2.4296 2.1195
O 3.0464 0.8595 3.7653
H 2.6532 2.0691 0.8738
H 1.9552 3.7234 -2.4351
H 3.3158 4.0687 -1.3712
H -1.8866 1.1579 -2.3285
C -2.5797 2.5465 3.1259
H -2.7744 2.3676 -1.4043
H 0.3738 -2.5972 1.8512
H -0.5868 4.5976 1.3272
H -3.1925 2.5400 4.0185
N 4.5525 0.2119 1.8574
H -0.1367 2.8512 -2.8668
H -0.0598 -4.6519 -2.4549
O 4.6273 -1.6752 -0.3586
H 3.1452 3.7632 1.1001
H -2.9110 0.4631 2.7069
H 0.7492 -1.4470 3.7803
C -0.4950 -3.2167 1.6382
H 0.2505 -3.9765 -4.0497
H 0.0952 -0.3584 -3.0634
P 3.2725 -1.3355 0.1378
C -1.7450 -4.5155 -0.0900
O 1.6957 -1.3016 3.9034
O 2.3685 -2.6760 0.1426
O 2.4606 -0.1967 -0.4767
C 2.4543 3.4126 -1.5154
H -2.6751 -4.0337 0.2133

***

2.
# C5H8O2

C5H8O2 in the gas phase (wB97M-V/def2-TZVPD, the OMol25 dataset).

Calculated values
* E_HOMO (spin up / spin down): -8.15 / -8.15 eV
* ΔE to the lowest compared entry with this formula, charge and spin: 101.57 kcal per mole
* LUMO energy (spin up / spin down): 0.372 / 0.371 eV
* multiplicity: 1
* gap between HOMO and LUMO (spin up / spin down): 0.313 / 0.313 hartree

Element x y z (Å)
H -2.2644 -1.1876 0.6080
H 0.4145 0.7964 -2.1496
H 2.1242 0.5245 -1.7183
H 1.3456 2.0289 -1.2632
C 0.7545 0.4036 -0.0420
C -0.3021 -0.5762 0.0559
H -2.1839 0.6265 0.3022
O -0.0752 1.0019 1.6822
H 0.6120 -2.0349 -0.8020
C -0.6763 -0.1503 1.6975
C 1.1718 0.9513 -1.3768
O -0.2727 -1.6485 -0.8133
H 1.5263 0.4314 0.7162
C -1.6651 -0.2787 0.6188
H -0.5093 -0.8882 2.4843

***

3.
# C6H9N2

2 unconnected molecules or ions with the total composition C6H9N2 at a distorted geometry (wB97M-V/def2-TZVPD, the OMol25 dataset).

Calculated values
* E_HOMO: -15.38 eV
* ΔE to the lowest compared entry with this formula, charge and spin: 98.79 kcal per mole
* LUMO energy: -3.571 eV
* total charge: +1
* multiplicity: 1
* gap between HOMO and LUMO: 0.434 hartree

Element x y z (Å)
H -1.3341 -2.6068 1.1316
H -3.3492 1.7710 -1.2586
C -0.0685 -0.2473 -0.1992
N -1.7456 1.1678 0.0894
C -1.7925 -1.9917 0.3517
H -2.5400 -1.3674 0.8388
H 2.4965 1.6087 1.2270
H 2.7790 1.2210 -1.1249
C 0.9342 0.6725 -0.1994
H 2.2470 -0.2466 1.4004
N -0.7796 -1.2033 -0.2232
C 2.3778 0.4210 -0.5800
C 2.0845 0.6397 0.8070
H -2.3072 -2.5890 -0.3781
H 2.7932 -0.4857 -0.8596
C -2.5458 1.5945 -0.5950
H 0.7504 1.6415 -0.4280

***

4.
# C4H12

2 unconnected molecules or ions with the total composition C4H12 at a distorted geometry (wB97M-V/def2-TZVPD, the OMol25 dataset).

Calculated values
* SMILES: CC.CC
* E_HOMO: -11.03 eV
* ΔE to the lowest compared entry with this formula, charge and spin: 34.58 kcal per mole
* LUMO energy: 1.079 eV
* multiplicity: 1
* gap between HOMO and LUMO: 0.445 hartree

Element x y z (Å)
H -1.1280 -0.4287 0.9185
H -3.6556 -0.5613 0.9167
H 1.0126 0.5821 0.8978
H 3.2513 1.3756 0.8192
H 1.8372 -1.0782 0.7257
H -3.3498 -1.3883 -0.6201
H -1.3805 0.8537 -0.1504
C 3.0441 0.6706 -0.1092
H 3.8766 0.0237 -0.2936
C -1.6768 -0.2280 -0.0560
H -1.1120 -0.7158 -0.7446
H 1.2490 -0.2290 -0.6638
C 1.6503 -0.0894 0.3268
H -3.5810 0.3109 -0.8377
C -3.1542 -0.4635 -0.2121
H 3.1168 1.3655 -0.9173